(1)
Density functional theory data (ωB97M-V/def2-TZVPD) for a single C7H6Cl2N2O4 molecule in a non-equilibrium geometry.

```
21
Properties=species:S:1:pos:R:3:forces:R:3:nbo_charge:R:1
O 1.240858 -2.277940 -1.275034 1.95 1.70 0.93 -0.3738
N 2.041881 -1.448410 -0.764945 -1.25 -1.30 0.21 0.4893
O 3.156849 -1.633437 -0.358795 0.85 -1.29 -0.21 -0.3446
C 1.533739 -0.135505 -0.535560 -1.25 -0.04 -3.16 -0.0683
C 2.126681 0.836388 0.119834 3.13 -2.64 1.57 -0.1957
C 1.346726 1.943513 0.413757 -2.08 2.12 1.13 -0.1845
C 0.028511 1.670027 0.638548 1.37 -0.65 -0.82 -0.1962
C -0.344605 0.281873 0.843428 0.27 -0.53 0.29 -0.0899
C -1.304667 -0.400835 0.216540 -1.01 0.53 0.91 -0.0932
C -2.274471 0.127420 -0.756199 0.12 0.93 -0.95 -0.2039
Cl -1.347129 0.533890 -2.278543 -0.71 -0.06 0.24 -0.0336
Cl -3.139147 1.562825 -0.161436 0.03 0.83 0.29 -0.0190
N -1.555066 -1.685969 0.766470 0.91 -1.75 2.68 0.5216
O -0.843188 -2.050104 1.722441 -0.26 0.29 -0.95 -0.4254
O -2.461118 -2.376646 0.390546 -0.99 0.02 -1.25 -0.3535
H 0.748848 0.011997 -1.261722 -0.22 0.23 0.43 0.2443
H 3.069230 0.461111 0.598007 -0.48 1.26 -0.35 0.2607
H 1.725347 2.951518 0.564745 0.04 -0.13 -0.48 0.2402
H -0.777086 2.337645 0.508099 -0.49 1.20 0.52 0.2461
H 0.198431 -0.306595 1.624254 -0.51 0.66 -0.78 0.2993
H -3.170631 -0.402768 -1.014436 0.60 -1.38 -0.26 0.2801
```
Positions in Å, forces in eV/Å.

The HOMO-LUMO gap is 8.2 eV. The value obtained for the HOMO energy is -9.74 eV. The structure (SMILES) is O=[N+]([O-])/C=C/C=C\C=C(/C(Cl)Cl)[N+](=O)[O-]. For the energy above the lowest of the compared OMol25 structures with the same formula, charge and spin, the calculation gives 917.4 kJ/mol. The electronic energy comes out at -43562.382 eV.

(2)
Density functional theory data (ωB97M-V/def2-TZVPD) for a molecular structure, C2H10O3Rb in a non-equilibrium geometry.

```
16
Properties=species:S:1:pos:R:3:forces:R:3:nbo_charge:R:1
Rb -2.084718 1.470587 -1.843973 0.09 -0.05 0.12 0.9987
O -4.114875 -2.788671 -3.048712 0.24 0.33 0.15 -0.9512
H -4.986981 -3.035726 -2.741088 -0.23 -0.13 0.13 0.4768
H -4.149366 -2.917367 -3.996593 0.02 -0.11 -0.27 0.4748
O -2.634428 3.820134 2.339651 0.08 -0.23 -0.34 -0.9540
H -3.502246 3.793347 2.742660 -0.23 -0.02 0.15 0.4756
H -2.224434 4.604312 2.704621 0.16 0.21 0.10 0.4788
C 2.276381 -1.416579 0.477711 0.15 -0.45 0.12 -0.6303
C 3.186042 -0.238827 0.179259 -1.57 1.19 0.99 -0.0662
O 2.277033 0.958553 0.232581 0.98 -0.72 -1.05 -0.7727
H 1.707907 -1.293631 1.399573 0.42 0.23 0.31 0.2093
H 2.840910 -2.345285 0.560966 -0.04 -0.10 -0.10 0.2204
H 1.477127 -1.544534 -0.252308 0.34 0.05 -0.47 0.1987
H 3.708154 -0.300368 -0.775577 -0.57 0.26 -0.24 0.1878
H 3.986990 -0.097207 0.904876 -0.17 -0.16 0.26 0.1807
H 2.236506 1.331262 1.116353 0.36 -0.28 0.14 0.4729
```
Positions in Å, forces in eV/Å.

The HOMO-LUMO gap is 8.9 eV. The value obtained for the HOMO energy is -12.87 eV. As for the net charge: +1. For the energy above the lowest of the compared OMol25 structures with the same formula, charge and spin, the calculation gives 116.8 kJ/mol. The electronic energy comes out at -9028.236 eV.

(3)
Density functional theory data (ωB97M-V/def2-TZVPD) for a molecular structure, C5H2N3O6 in a non-equilibrium geometry.

```
16
Properties=species:S:1:pos:R:3:forces:R:3:nbo_charge:R:1
C -0.058072 0.165257 -1.342961 1.96 -0.81 -3.77 -0.1202
C -0.669761 0.109925 1.065283 2.23 1.59 -0.44 0.5496
C 1.710767 0.099877 0.081936 -1.88 0.80 2.79 0.7295
C -3.137567 -2.151294 2.076252 0.52 1.46 -0.88 1.0306
C -0.894767 0.189310 -0.325687 -4.71 -1.99 0.36 0.0295
N 1.266344 0.159921 -1.160877 0.19 0.33 -2.16 -0.4440
N 0.714390 0.320055 1.176986 2.25 -0.95 1.51 -0.6918
N -2.633699 0.150587 -1.087207 1.29 3.34 2.28 0.4619
O -2.793303 -2.361115 1.005128 0.37 -1.42 -1.26 -0.5046
O -1.430105 0.098693 1.997432 -0.62 -0.29 0.84 -0.5845
O 2.843814 -0.081367 0.436966 1.33 -0.17 0.18 -0.5816
O -3.444053 -1.759711 3.105411 -0.87 -0.18 2.19 -0.5264
O -2.553634 0.274104 -2.274425 -0.42 -0.79 -2.35 -0.4879
O -3.614662 -0.082707 -0.427671 -1.18 -1.29 0.31 -0.4690
H -0.437529 -0.064839 -2.416366 0.68 0.38 1.89 0.2127
H 1.212824 0.229339 2.111110 -1.14 -0.03 -1.48 0.3961
```
Positions in Å, forces in eV/Å.

The HOMO-LUMO gap (alpha / beta) is 4.6 / 6.6 eV. The value obtained for the HOMO energy (alpha / beta) is -1.39 / -5.57 eV. As for the net charge: -1. As for the expectation value of S²: 2.033. The electronic energy comes out at -21968.354 eV. As for the multiplicity: 3.

(4)
Density functional theory data (ωB97M-V/def2-TZVPD) for a single C2H4N4 molecule in a non-equilibrium geometry.

```
10
Properties=species:S:1:pos:R:3:forces:R:3:nbo_charge:R:1
C -1.416030 -0.122072 0.204004 0.30 -0.59 -0.08 -0.4133
N 0.053339 -0.256167 -0.028679 1.06 -0.13 -0.17 -0.2707
C 0.884282 0.775672 -0.078037 0.44 -0.11 -0.07 0.1898
N 2.136629 0.426331 -0.284563 -0.04 -0.18 -0.01 -0.3371
N 2.126045 -0.928879 -0.376527 -0.50 0.30 0.10 -0.0254
N 0.999516 -1.452578 -0.247578 -2.08 1.62 0.40 -0.0259
H -1.686896 -0.476948 1.203891 0.20 -0.02 -0.21 0.2183
H -1.952099 -0.716354 -0.537226 0.10 0.02 0.09 0.2246
H -1.775567 0.927461 0.116692 0.78 -0.63 -0.08 0.2234
H 0.630784 1.823534 0.028020 -0.28 -0.27 0.02 0.2163
```
Positions in Å, forces in eV/Å.

The HOMO-LUMO gap is 11.2 eV. The value obtained for the HOMO energy is -10.56 eV. The structure (SMILES) is Cn1cnnn1. For the energy above the lowest of the compared OMol25 structures with the same formula, charge and spin, the calculation gives 205.9 kJ/mol. The electronic energy comes out at -8097.180 eV.

(5)
Density functional theory data (ωB97M-V/def2-TZVPD) for a molecular structure, C34H87F6N3O22V in a non-equilibrium geometry.

```
153
Properties=species:S:1:pos:R:3:forces:R:3:lowdin_charge:R:1
O 0.849137 -0.829944 -0.004040 -0.40 -0.09 0.53 -0.2413
V -0.281850 -1.430636 0.868733 0.34 0.90 -2.21 1.0340
C 1.038012 -4.170296 -0.943022 -1.19 1.62 2.53 -0.3240
O 2.314840 -3.620880 -0.590174 -0.73 -0.74 -1.87 -0.1085
O 0.110071 -3.521009 -0.058440 0.41 -0.44 -1.31 -0.2531
C 0.661034 -4.168228 -2.491757 -2.68 0.20 -0.16 -0.5900
F 1.409983 -4.813185 -3.327642 3.08 -1.95 -0.28 0.1759
F -0.569039 -4.712624 -2.796203 -0.74 -1.14 1.96 0.0854
F 0.492548 -3.023342 -3.071258 0.66 3.91 0.19 0.1647
C 3.486866 -4.293399 -1.076857 1.14 2.36 0.73 -0.2198
C 4.593826 -3.373878 -0.462107 -0.70 -1.64 1.45 -0.0646
H 4.562936 -3.554406 0.612399 0.30 -0.29 0.31 0.0636
H 5.586331 -3.667071 -0.804267 -0.01 0.58 -0.20 0.0791
H 4.293583 -2.326052 -0.465329 0.31 -0.08 -1.06 0.0427
H 3.738313 -4.175962 -2.130938 -1.11 -0.45 -0.49 0.1011
H 3.501941 -5.332184 -0.747001 0.16 -0.02 -0.03 0.1238
H 1.051915 -5.229904 -0.687777 0.09 -0.32 -0.29 0.1148
C -2.193065 1.343122 1.686846 1.08 -2.50 1.30 -0.2758
O -3.145643 0.783529 0.785810 2.87 1.70 0.93 -0.1107
O -1.073526 0.435221 1.742818 -0.18 1.01 -0.87 -0.2625
C -2.023395 2.966811 1.645688 2.40 -2.54 -0.64 -0.5784
F -3.103333 3.586818 1.310206 -2.70 0.75 0.58 0.1859
F -1.594270 3.327818 2.874117 -0.52 0.16 -0.07 0.1286
F -1.153360 3.449609 0.773729 1.58 -0.31 -0.57 0.1545
C -4.452894 1.084895 1.054419 -2.73 -1.77 -2.55 -0.2359
C -5.110308 0.216317 -0.103750 -1.89 0.80 0.62 -0.0341
H -5.921150 -0.416937 0.256289 0.34 -0.52 0.48 0.0747
H -5.732215 0.823194 -0.761800 0.55 0.43 -0.47 0.0757
H -4.410295 -0.389943 -0.678655 0.14 0.33 0.37 0.0420
H -4.759629 2.122388 0.921666 0.33 0.03 0.14 0.1124
H -4.867973 0.693311 1.983120 0.59 0.10 0.49 0.1066
H -2.535320 1.211805 2.713354 -1.02 0.44 0.20 0.1325
C -3.121903 -6.248998 6.820205 -0.74 1.40 -0.15 -0.0724
O -2.648281 -5.274739 5.871185 0.72 -1.42 0.64 -0.2108
C -1.648456 -4.358130 6.291876 -0.39 0.39 -0.41 -0.1981
C -1.449353 -3.524807 5.045895 -0.11 -0.88 -0.95 -0.1860
N -2.757440 -3.066783 4.519893 0.29 1.94 0.91 -0.0564
C -3.001950 -1.658253 4.887680 0.37 0.72 -0.43 -0.1811
C -4.352099 -1.142974 4.385255 0.99 -0.94 -0.41 -0.2146
O -5.432605 -1.599277 5.156354 -0.31 -0.19 0.36 -0.1696
C -6.036388 -0.594298 5.905555 -0.78 0.70 0.38 -0.1299
H -3.836862 -6.858991 6.268081 0.24 -0.13 0.10 0.0897
H -3.681185 -5.675137 7.559104 -0.21 -0.17 0.35 0.0830
H -2.407382 -6.856394 7.375739 0.53 0.06 -0.51 0.0844
H -0.722397 -4.795571 6.664937 0.03 -0.41 -0.17 0.1243
H -2.026972 -3.694987 7.069733 -0.24 0.01 0.38 0.1224
H -1.062968 -4.121675 4.219733 0.31 -0.76 0.39 0.0985
H -0.674245 -2.761184 5.110555 -0.49 0.54 0.48 0.1263
H -3.514635 -3.578962 4.949347 0.13 -0.69 -0.18 0.1148
H -2.167816 -1.094418 4.470066 -0.16 0.32 -0.67 0.1010
H -2.874506 -1.356507 5.927301 -0.30 -0.70 0.69 0.1252
H -4.521568 -1.622123 3.420992 0.19 0.50 -0.47 0.1296
H -4.293975 -0.056110 4.326578 -0.29 0.08 -0.13 0.1124
H -7.015972 -0.897269 6.275321 0.23 -0.60 0.19 0.0885
H -6.302367 0.276626 5.306519 0.35 0.25 -0.36 0.0833
H -5.422534 -0.254026 6.739520 0.12 -0.02 0.17 0.0894
C 0.331767 1.220038 -4.080397 -0.94 0.11 1.13 -0.0531
O -0.970228 1.905234 -4.208802 0.73 -1.75 0.16 -0.1897
C -1.406877 2.587839 -3.032684 0.22 1.01 -1.38 -0.2203
C -0.811573 3.973349 -3.110698 -0.08 0.84 0.53 -0.2310
N -1.307927 4.799753 -4.207649 0.66 -0.15 -1.65 -0.0757
C -0.599841 6.114199 -4.415091 -1.15 -2.33 1.41 -0.1754
C -1.410741 6.924042 -5.415264 1.46 0.40 0.05 -0.2220
O -0.885128 8.251511 -5.514374 0.67 -0.08 -2.25 -0.1913
C -0.288812 8.500377 -6.863948 -0.04 0.47 1.54 -0.0765
H 0.642628 0.656930 -4.960374 -0.44 0.77 -0.47 0.0889
H 0.309059 0.438228 -3.321218 -0.51 -0.11 0.38 0.0727
H 1.125566 1.872926 -3.717475 0.01 0.39 -0.46 0.0642
H -1.271207 2.078301 -2.078709 0.68 -0.16 -0.02 0.1168
H -2.468280 2.835134 -3.051504 -0.50 -0.85 -0.63 0.1145
H 0.267410 3.876002 -3.230744 0.11 0.25 0.13 0.1029
H -1.054017 4.431192 -2.151679 0.41 0.40 0.52 0.1114
H -2.297095 4.997717 -4.257167 -0.12 -0.50 0.59 0.0946
H 0.429474 5.908606 -4.708919 -0.01 0.22 -0.25 0.1086
H -0.613631 6.432300 -3.372632 0.43 1.60 -0.17 0.1106
H -2.456281 6.943030 -5.107720 -0.12 0.14 -0.14 0.1196
H -1.276069 6.493178 -6.407393 -0.54 -0.55 0.13 0.1144
H -0.974096 8.431249 -7.708758 -0.66 0.35 0.39 0.0787
H 0.532615 7.865777 -7.196588 0.16 -0.68 0.85 0.0761
H 0.166045 9.484738 -6.753364 -0.39 0.11 -0.27 0.0810
C 2.920801 5.999773 -1.974628 -1.10 0.70 0.40 -0.1132
O 4.003410 5.469710 -2.617554 1.40 -1.09 0.19 -0.1927
C 4.031713 5.276930 -3.989688 1.33 -0.28 -1.09 -0.2167
C 5.200652 4.254925 -4.294542 -0.95 0.84 -0.39 -0.1966
N 5.234406 3.092197 -3.424744 0.76 0.69 -0.73 -0.0512
C 4.329608 1.971598 -3.746477 0.98 3.32 0.90 -0.2077
C 4.933600 0.631194 -3.646477 -0.15 -0.12 0.55 -0.2408
O 3.813467 -0.076078 -4.052865 -1.57 -3.05 0.34 -0.1982
C 3.558311 -1.301231 -3.337199 -0.12 -0.65 -1.64 -0.0795
H 1.996174 5.478144 -2.221736 -0.24 0.00 -0.16 0.0745
H 2.825814 7.063708 -2.191703 -0.28 0.23 -0.12 0.0904
H 3.058811 5.908197 -0.897282 0.18 -0.12 -0.04 0.0938
H 4.324372 6.180525 -4.524437 0.08 0.54 0.08 0.1116
H 3.107889 5.002665 -4.499025 -0.57 -0.53 0.66 0.1092
H 6.131204 4.819250 -4.233628 0.13 -0.06 0.32 0.1042
H 5.086934 4.040770 -5.357231 0.08 -0.56 -0.06 0.1088
H 4.976901 3.538954 -2.556303 0.03 -0.61 0.56 0.0831
H 3.978138 2.097310 -4.770579 -0.43 -0.02 0.14 0.1299
H 3.569667 2.123264 -2.979940 -0.80 -0.88 -0.54 0.1070
H 5.196577 0.348378 -2.627184 0.29 0.19 0.17 0.1180
H 5.785343 0.475681 -4.308631 0.16 0.03 -0.06 0.1288
H 4.444356 -1.936054 -3.339989 0.38 0.21 0.61 0.0869
H 2.878412 -1.916558 -3.926448 -0.23 0.34 -0.49 0.0770
H 3.023133 -1.282196 -2.387813 0.52 0.86 0.47 0.0802
O 1.182544 -1.777183 2.545544 -0.39 0.05 -0.12 -0.0326
H 0.962899 -1.471790 3.425724 -0.48 0.48 0.50 0.0540
H 2.058545 -2.152853 2.633502 0.20 -0.32 -0.56 0.0903
O -1.862155 -1.240051 -0.722627 0.92 -0.18 1.35 -0.0429
H -2.181667 -1.791559 -1.436752 0.27 -0.31 -0.20 0.0509
H -2.188667 -0.364699 -0.930880 -0.10 0.40 0.29 0.0498
O -1.509481 -2.690185 2.115712 0.79 0.27 -1.29 -0.0694
H -1.252286 -3.544809 1.769731 0.26 -0.69 -0.59 0.0518
H -1.969567 -2.889894 2.930976 -1.30 0.16 1.29 0.0054
C 1.421053 2.769359 4.125675 -2.32 -1.32 -0.16 -0.2432
C 1.386617 1.169552 3.967140 -0.28 0.93 0.45 -0.1807
O 0.124231 0.537881 4.349191 1.75 0.60 -0.16 -0.0966
O 2.556704 3.338104 3.614474 1.94 -0.17 -0.29 -0.0495
H 1.247994 3.155879 5.130044 -0.16 -0.54 0.39 0.1186
H 0.639629 3.203508 3.501980 -0.40 -0.46 0.15 0.1040
H 2.175638 0.648216 4.509139 0.12 0.37 0.59 0.1095
H 1.646360 0.967608 2.927980 -0.45 0.04 -0.29 0.0873
H -0.348900 0.569505 3.514472 -0.94 -0.08 -0.83 0.0096
H 3.240668 3.000876 4.197615 0.78 0.30 -0.28 0.0973
C 0.974929 -6.041467 2.558097 -1.22 -0.55 -0.06 -0.2423
C 1.964305 -6.580013 3.581699 0.50 1.05 0.59 -0.2034
O 2.203481 -5.529231 4.543764 -0.40 0.63 -0.37 -0.0950
O 1.222048 -6.690988 1.326001 0.89 -0.41 -0.10 -0.0624
H 0.940836 -4.954451 2.485135 0.64 0.15 -0.03 0.1047
H -0.026795 -6.334331 2.872535 -0.30 0.08 0.25 0.1135
H 2.891389 -6.789045 3.047915 0.03 -0.38 0.07 0.1177
H 1.572607 -7.436354 4.130651 0.09 -0.27 -0.41 0.1196
H 2.665848 -5.794349 5.342223 0.01 -0.54 -0.26 0.0766
H 0.731160 -6.342914 0.578017 -0.33 0.29 0.47 0.0585
C 4.078460 0.317882 0.798656 -1.39 0.52 -0.37 -0.2525
C 3.552771 1.566307 0.116447 -1.28 -0.16 0.02 -0.1962
O 2.332649 2.087638 0.688789 0.73 -0.62 -0.04 -0.0677
O 4.625448 0.738989 2.036062 0.51 -0.92 0.22 -0.0541
H 4.725109 -0.319745 0.195856 0.63 0.52 -0.23 0.1043
H 3.281573 -0.358670 1.107453 -0.79 0.06 -0.74 0.0948
H 3.237162 1.350691 -0.904337 0.60 0.12 -0.19 0.1046
H 4.308676 2.341957 0.239257 0.33 -0.04 -0.61 0.1274
H 2.567010 2.360345 1.578905 -0.08 0.36 0.41 0.0348
H 4.503362 -0.133835 2.416692 0.78 0.38 1.58 0.0753
C -5.358179 -2.521348 -3.512565 -0.11 1.98 0.72 -0.1898
C -3.781686 -2.421901 -3.479072 -1.15 -2.11 0.27 -0.1884
O -3.337487 -1.233374 -2.832577 -0.85 -0.28 -0.93 -0.0877
O -5.897763 -2.186356 -2.221058 0.39 -0.54 -0.18 -0.0839
H -5.949514 -3.390396 -3.800960 1.10 -0.56 -0.19 0.1209
H -5.720425 -1.728361 -4.166815 0.11 0.18 -0.54 0.1025
H -3.314136 -2.563176 -4.453509 -0.20 0.30 -0.18 0.1237
H -3.429668 -3.265296 -2.885042 0.14 0.08 0.23 0.1183
H -3.470035 -0.557655 -3.501488 0.27 0.62 0.10 0.1146
H -5.335959 -1.490697 -1.871719 -0.01 0.16 0.15 0.0184
```
Positions in Å, forces in eV/Å.

The HOMO-LUMO gap (alpha / beta) is 8.0 / 8.1 eV. The value obtained for the HOMO energy (alpha / beta) is -8.16 / -8.16 eV. As for the expectation value of S²: 0.777. The electronic energy comes out at -128166.361 eV. As for the multiplicity: 2.

- electronic energy of number 2 (C2H10O3Rb)?
  -9028.236 eV

- What is the electronic energy in the fifth record?
  -128166.361 eV

- Number 1 is which compound?
  C7H6Cl2N2O4

- Look up the electronic energy of the fourth one.
  -8097.180 eV